No. 1
{"formula": "C19H22F", "method": "wB97M-V/def2-TZVPD", "symbols": ["C", "C", "C", "C", "C", "C", "H", "H", "H", "H", "H", "H", "H", "H", "H", "H", "H", "H", "F", "C", "C", "C", "C", "C", "C", "C", "C", "C", "C", "C", "C", "C", "H", "H", "H", "H", "H", "H", "H", "H", "H", "H"], "positions_angstrom": [[-4.51269, -1.64388, -2.28648], [-3.07690, -1.59905, -1.78105], [-2.05511, -1.49288, -2.91412], [-0.63621, -1.47444, -2.43287], [0.04320, -2.76498, -2.16024], [-0.01544, -0.32987, -2.20488], [-5.24398, -1.69895, -1.47617], [-4.75129, -0.75878, -2.87896], [-4.67800, -2.51035, -2.92943], [-2.93952, -0.75996, -1.08682], [-2.85600, -2.49166, -1.18206], [-2.19078, -2.32666, -3.61159], [-2.24888, -0.59355, -3.50823], [-0.60014, -3.60999, -2.40479], [0.95353, -2.86096, -2.75147], [0.31608, -2.84780, -1.10831], [0.99234, -0.30815, -1.84198], [-0.50217, 0.60824, -2.37902], [2.75168, 5.20383, 1.26805], [3.01071, 3.93321, 0.86188], [4.07406, 3.68193, 0.00638], [4.33852, 2.39250, -0.41359], [3.55079, 1.35287, 0.01384], [2.45833, 1.56032, 0.88754], [1.70958, 0.41865, 1.28037], [0.60752, 0.21506, 2.15360], [0.16017, -1.11459, 2.32800], [-0.88767, -1.41770, 3.16033], [-1.53741, -0.41165, 3.85165], [-1.13095, 0.90273, 3.70359], [-0.08073, 1.21572, 2.87405], [2.22000, 2.89009, 1.29311], [4.68335, 4.50624, -0.32162], [5.16957, 2.20553, -1.07626], [3.77079, 0.35198, -0.31578], [2.06614, -0.49216, 0.82722], [0.66280, -1.90548, 1.79767], [-1.20399, -2.44215, 3.28046], [-2.35959, -0.65380, 4.50489], [-1.64567, 1.68289, 4.24370], [0.20133, 2.24348, 2.78479], [1.41263, 3.14416, 1.94460]], "lowdin_charge": [-0.112, -0.263, -0.198, -0.386, -0.061, 0.027, 0.071, 0.075, 0.075, 0.107, 0.108, 0.122, 0.119, 0.082, 0.087, 0.069, 0.041, 0.060, 0.090, -0.214, 0.060, -0.026, 0.008, -0.169, 0.145, -0.170, 0.013, -0.034, -0.008, -0.031, 0.021, 0.087, 0.138, 0.127, 0.126, 0.125, 0.122, 0.123, 0.126, 0.124, 0.094, 0.105], "total_charge": 1, "de_lowest_kcal_mol": 6.4, "largest_force_ha_per_bohr": 0.0250}

***

No. 2
{"formula": "C33H35F5N4P2Pt", "method": "wB97M-V/def2-TZVPD", "symbols": ["Pt", "C", "C", "C", "C", "C", "C", "C", "C", "C", "H", "H", "H", "H", "H", "H", "H", "H", "H", "H", "H", "H", "H", "H", "H", "P", "P", "N", "N", "N", "N", "C", "C", "C", "C", "C", "C", "C", "C", "C", "C", "C", "C", "C", "C", "C", "C", "C", "C", "H", "H", "H", "H", "H", "H", "H", "H", "H", "H", "H", "H", "H", "H", "H", "H", "H", "H", "H", "H", "F", "C", "C", "C", "F", "C", "F", "C", "F", "C", "F"], "positions_angstrom": [[0.14196, -0.30751, 4.02226], [-0.99621, 1.79793, 3.80546], [-1.33808, 0.77075, 2.88807], [-0.85536, 0.78047, 1.46445], [0.45849, 0.09004, 1.06676], [1.38504, -0.07350, 2.23271], [1.77869, 1.01274, 3.07311], [1.33736, 2.43074, 2.90112], [0.03937, 2.84358, 3.64496], [1.62659, -1.28758, 4.95550], [-1.69648, 1.93518, 4.63204], [-2.30904, 0.28951, 3.05690], [-0.77253, 1.84103, 1.20876], [-1.65486, 0.28298, 0.90138], [0.24106, -0.90171, 0.64075], [0.93188, 0.63827, 0.23441], [2.04192, -0.95265, 2.20346], [2.67604, 0.85731, 3.69129], [1.23941, 2.67307, 1.83663], [2.14965, 3.06556, 3.28228], [0.33294, 3.16989, 4.65695], [-0.36385, 3.76628, 3.19218], [1.69161, -0.92471, 5.98637], [2.57594, -1.20000, 4.41747], [1.24586, -2.31277, 4.95695], [1.80413, -1.02657, -2.65674], [-1.70672, -0.59067, -2.32376], [3.17122, 0.06794, -2.89614], [2.42473, -2.37841, -3.84099], [-1.87990, 1.18223, -2.41425], [-3.34718, -0.99740, -3.02354], [0.67770, -0.26486, -3.90717], [-0.78421, -0.76149, -3.91450], [3.89442, 0.67103, -1.84916], [4.91499, 1.44064, -2.39162], [4.83701, 1.31005, -3.81804], [3.72930, 0.51700, -4.09549], [2.54883, -3.73568, -3.51505], [2.93014, -4.45822, -4.64566], [3.09623, -3.52204, -5.70783], [2.71898, -2.27633, -5.19825], [-1.66057, 1.96313, -1.27675], [-1.63698, 3.30553, -1.61853], [-1.91418, 3.37351, -3.01851], [-2.00394, 2.06450, -3.48529], [-4.10851, -0.29221, -3.96407], [-5.12417, -1.11652, -4.45100], [-4.99849, -2.37509, -3.77962], [-3.90482, -2.28178, -2.92432], [1.07822, -0.48646, -4.90565], [0.73213, 0.82796, -3.75476], [-1.33176, -0.18792, -4.68765], [-0.84466, -1.82712, -4.20676], [3.59550, 0.49798, -0.82285], [5.64456, 2.01690, -1.84256], [5.53885, 1.71114, -4.53693], [3.27856, 0.28453, -5.04845], [2.35564, -4.06589, -2.50809], [3.05650, -5.53008, -4.71391], [3.45117, -3.71838, -6.71315], [2.62058, -1.35462, -5.73857], [-1.55920, 1.47601, -0.34402], [-1.44526, 4.11252, -0.93363], [-2.06153, 4.27882, -3.59157], [-2.14953, 1.70454, -4.49079], [-3.88158, 0.72984, -4.19347], [-5.86845, -0.85299, -5.19312], [-5.63576, -3.23905, -3.90934], [-3.47110, -3.00341, -2.24972], [-2.31544, -2.12241, 5.12797], [-1.93331, -1.23251, 6.08070], [-0.91010, -0.33520, 5.79889], [-0.58948, 0.57167, 6.81052], [0.41156, 1.48389, 6.65225], [-1.23742, 0.60882, 8.03610], [-0.87816, 1.52828, 8.95462], [-2.24373, -0.30178, 8.29330], [-2.85398, -0.30546, 9.49230], [-2.58529, -1.23755, 7.31664], [-3.55290, -2.13525, 7.58575]], "lowdin_charge": [1.449, -0.130, -0.273, -0.226, -0.219, -0.315, -0.222, -0.173, -0.167, -0.228, 0.123, 0.125, 0.106, 0.103, 0.101, 0.104, 0.104, 0.110, 0.117, 0.127, 0.119, 0.142, 0.028, 0.024, 0.032, 1.133, 1.089, -0.297, -0.164, -0.254, -0.263, -0.400, -0.407, -0.135, -0.065, -0.049, -0.145, 0.000, 0.021, 0.035, -0.020, -0.160, -0.069, -0.059, -0.159, -0.139, -0.071, -0.088, -0.167, 0.058, 0.098, 0.079, 0.087, 0.093, 0.105, 0.109, 0.084, 0.134, 0.129, 0.133, 0.107, 0.019, 0.095, 0.105, 0.096, 0.075, 0.102, 0.098, 0.089, 0.094, -0.175, -0.144, -0.185, 0.101, -0.100, 0.154, -0.046, 0.197, -0.079, 0.159], "s2": 6.04, "multiplicity": 5, "total_charge": 2, "de_lowest_kcal_mol": 0.0, "largest_force_ha_per_bohr": 0.0676}

***

No. 3
{"formula": "C5H10N2O2", "method": "wB97M-V/def2-TZVPD", "symbols": ["C", "C", "C", "C", "C", "N", "N", "O", "O", "H", "H", "H", "H", "H", "H", "H", "H", "H", "H"], "positions_angstrom": [[3.01175, -0.82650, 3.53344], [2.41910, -1.07248, 2.51331], [-0.55545, 0.71556, -0.92104], [-1.38264, 1.76412, -1.78059], [1.63667, -1.47566, 1.46142], [-2.78097, 1.11813, -2.04800], [1.69448, -2.69901, 1.13916], [-0.73444, -0.47904, -0.95511], [0.33757, 1.26147, -0.15570], [3.81197, -0.57165, 4.14334], [-1.63531, 2.44585, -1.04057], [-1.07999, 2.16573, -2.71426], [0.83429, -0.78560, 1.05914], [-2.75721, 0.11860, -1.84685], [-2.83696, 1.02330, -3.09159], [-3.63746, 1.53095, -1.72511], [0.25511, 2.17710, 0.11838], [2.37282, -3.27052, 1.76190], [1.02669, -3.14034, 0.54873]], "lowdin_charge": [0.282, -0.054, -0.487, 0.061, -0.085, 0.218, 0.247, 0.130, 0.173, 0.069, 0.110, 0.142, 0.147, 0.154, 0.197, 0.172, 0.155, 0.221, 0.149], "total_charge": 2, "de_lowest_kcal_mol": 6.7, "largest_force_ha_per_bohr": 0.0752}

***

No. 4
{"formula": "C44H46AsIrN7O3", "method": "wB97M-V/def2-TZVPD", "symbols": ["Ir", "O", "C", "N", "C", "C", "C", "C", "C", "C", "N", "C", "C", "C", "C", "C", "N", "H", "H", "H", "H", "H", "H", "H", "H", "H", "H", "N", "C", "C", "O", "O", "H", "H", "H", "H", "H", "N", "C", "C", "C", "C", "C", "N", "C", "H", "H", "H", "H", "C", "C", "C", "C", "C", "C", "As", "N", "C", "C", "C", "C", "C", "C", "C", "C", "C", "C", "C", "C", "C", "C", "C", "C", "C", "C", "H", "H", "H", "H", "H", "H", "H", "H", "H", "H", "H", "H", "H", "H", "H", "H", "H", "H", "H", "H", "H", "H", "H", "H", "H", "H", "H"], "positions_angstrom": [[0.07109, 0.30656, -0.37748], [3.65172, -1.53650, 0.02984], [2.71371, -0.80351, -0.21675], [1.45962, -0.95616, 0.22810], [1.04437, -2.06899, 1.04666], [-0.43972, -1.99225, 1.30233], [-1.04030, -2.94875, 2.09660], [-2.40837, -2.90301, 2.31538], [-3.13491, -1.88296, 1.72994], [-2.47242, -0.94264, 0.96440], [-1.15682, -0.98675, 0.73761], [2.84116, 0.41500, -1.10205], [4.07824, 0.86472, -1.49783], [4.15383, 1.97830, -2.32667], [2.98060, 2.57666, -2.74450], [1.76864, 2.07058, -2.30080], [1.69346, 1.02121, -1.48593], [1.56975, -2.05785, 2.00995], [1.30724, -3.02146, 0.57367], [-0.42966, -3.72980, 2.52965], [-2.89177, -3.64901, 2.93164], [-4.20520, -1.79910, 1.85582], [-3.00479, -0.11984, 0.52452], [4.95178, 0.32678, -1.15476], [5.11292, 2.36134, -2.64764], [2.98881, 3.42825, -3.40955], [0.83120, 2.49336, -2.61754], [-2.51754, 2.41282, 4.74140], [-2.16025, 1.60653, 3.58392], [-2.37948, 2.39255, 2.29132], [-2.84472, 3.61142, 2.46854], [-2.14162, 1.94419, 1.18920], [-1.73859, 2.59047, 5.35923], [-3.26773, 2.01322, 5.28722], [-2.95218, 3.71318, 3.44678], [-2.75983, 0.69741, 3.50772], [-1.11452, 1.28736, 3.59602], [3.84456, 1.18008, 4.88617], [3.13206, 1.57436, 4.07747], [2.22768, 2.06438, 3.07789], [1.82594, 3.39430, 3.04506], [0.93747, 3.78120, 2.05605], [0.47894, 2.83976, 1.15609], [0.86460, 1.55016, 1.18399], [1.73043, 1.17758, 2.12981], [2.20386, 4.09897, 3.77356], [0.59747, 4.80373, 1.97590], [-0.22274, 3.11267, 0.38334], [2.03967, 0.14530, 2.14354], [-7.62751, -2.02873, -1.24227], [-6.26539, -1.41742, -1.38256], [-6.06458, -0.04993, -1.23922], [-4.80766, 0.52181, -1.38401], [-4.67088, 2.01242, -1.19162], [-3.71271, -0.30310, -1.70411], [-2.10984, 0.78526, -1.90597], [-0.62117, -0.39499, -2.12190], [-0.12117, -1.15072, -3.10689], [1.02308, -1.96072, -2.87578], [1.53649, -2.74585, -3.87956], [0.93749, -2.75776, -5.14279], [-0.20485, -1.98874, -5.38176], [-0.73047, -1.20343, -4.38499], [-2.31470, 1.81167, -3.54870], [-1.67444, 3.06482, -3.58436], [-1.14755, 3.80218, -2.37288], [-1.65682, 3.78401, -4.77647], [-2.30211, 3.33087, -5.91466], [-2.27554, 4.10675, -7.19667], [-3.03286, 2.14924, -5.81591], [-3.07861, 1.38933, -4.65723], [-3.98530, 0.18212, -4.67219], [-3.86916, -1.69199, -1.77317], [-2.75840, -2.68652, -1.98181], [-5.15169, -2.21114, -1.62948], [-8.39004, -1.26976, -1.07933], [-7.65626, -2.72495, -0.40284], [-7.89317, -2.59108, -2.13792], [-6.90764, 0.59230, -1.01353], [-5.63902, 2.45171, -0.96050], [-4.29900, 2.51772, -2.08691], [-3.99262, 2.25736, -0.36604], [1.46161, -1.99634, -1.89083], [2.40186, -3.36430, -3.68387], [1.35113, -3.37252, -5.93034], [-0.68267, -2.01413, -6.35148], [-1.61302, -0.61323, -4.57035], [-0.91093, 3.17049, -1.52207], [-1.91591, 4.50142, -2.03250], [-0.27617, 4.40464, -2.62929], [-1.15284, 4.74370, -4.79867], [-1.56812, 4.93216, -7.15029], [-3.26252, 4.51873, -7.41309], [-2.00231, 3.46443, -8.03399], [-3.59822, 1.81128, -6.67660], [-4.28773, -0.03349, -5.69498], [-4.89122, 0.37588, -4.09393], [-3.54716, -0.72219, -4.25334], [-1.80363, -2.34294, -1.59852], [-2.62787, -2.93126, -3.03949], [-3.00615, -3.61453, -1.46712], [-5.27928, -3.28587, -1.70369]], "lowdin_charge": [1.296, 0.102, -0.534, -0.175, -0.122, -0.219, 0.008, -0.011, -0.020, -0.146, -0.028, -0.168, 0.043, 0.000, -0.007, -0.078, -0.037, 0.141, 0.147, 0.135, 0.127, 0.126, 0.067, 0.139, 0.129, 0.124, 0.083, 0.026, -0.138, -0.524, 0.139, -0.029, 0.097, 0.100, 0.110, 0.125, 0.124, 0.207, -0.158, -0.178, 0.032, 0.000, -0.116, -0.053, -0.040, 0.140, 0.130, 0.088, 0.118, -0.029, -0.241, 0.005, -0.299, -0.050, -0.326, 1.380, -0.281, -0.351, 0.004, -0.034, -0.019, -0.035, -0.002, -0.282, -0.284, -0.084, -0.002, -0.236, -0.028, 0.007, -0.266, -0.035, -0.279, -0.030, 0.001, 0.083, 0.091, 0.093, 0.125, 0.094, 0.074, 0.062, 0.091, 0.123, 0.121, 0.122, 0.077, -0.007, 0.106, 0.086, 0.127, 0.083, 0.097, 0.091, 0.130, 0.092, 0.095, 0.056, 0.044, 0.093, 0.092, 0.133], "s2": 0.79, "multiplicity": 2, "total_charge": 2, "de_lowest_kcal_mol": 13.3, "largest_force_ha_per_bohr": 0.0261}

***

No. 5
{"formula": "C4H11N2S", "method": "wB97M-V/def2-TZVPD", "symbols": ["C", "C", "C", "C", "N", "N", "S", "H", "H", "H", "H", "H", "H", "H", "H", "H", "H", "H"], "positions_angstrom": [[1.96146, -0.43471, -0.85797], [1.33310, -0.13208, 0.22635], [0.75772, 2.01666, 1.06970], [-0.94214, 0.30801, 0.83241], [-2.69347, -2.33924, -1.13256], [0.33027, 0.86307, 0.22268], [-1.63850, -1.18098, -1.50786], [2.69540, -1.19036, -0.95411], [1.80651, 0.13497, -1.76243], [1.63322, -0.55156, 1.12096], [1.24001, 2.70180, 0.38355], [-0.20776, 2.55026, 1.47171], [1.53928, 1.73656, 1.79801], [-0.74751, -0.69682, 1.40063], [-1.64959, 1.01243, 1.01971], [-3.54284, -2.66209, -1.62049], [-2.14718, -3.16285, -0.90286], [0.27203, 1.02694, -0.80743]], "lowdin_charge": [0.096, -0.224, 0.019, 0.029, -0.453, -0.213, 0.652, 0.084, 0.092, 0.119, 0.102, 0.146, 0.121, 0.130, 0.030, 0.077, 0.023, 0.170], "total_charge": 1, "de_lowest_kcal_mol": 117.6, "largest_force_ha_per_bohr": 0.1041}

***

No. 6
{"formula": "C4H3N3O", "method": "wB97M-V/def2-TZVPD", "symbols": ["O", "C", "C", "C", "N", "N", "N", "C", "H", "H", "H"], "positions_angstrom": [[2.40723, -1.24135, 0.15618], [1.41220, -0.63652, -0.06415], [1.07926, 0.91263, -0.02177], [-0.39213, 0.34608, -0.21209], [-1.74641, 0.36648, 0.10953], [-2.13831, -0.93154, 0.10973], [-1.14940, -1.71752, -0.07615], [-0.05212, -0.95385, -0.28935], [1.45461, 1.33120, 0.87350], [1.60738, 1.53849, -0.78560], [-2.48231, 0.98590, 0.20017]], "lowdin_charge": [0.131, -0.325, 0.022, -0.128, 0.095, -0.005, 0.063, -0.176, 0.087, 0.117, 0.119], "total_charge": 0, "de_lowest_kcal_mol": 64.3, "largest_force_ha_per_bohr": 0.0868}